Computed, not measured: a molecular structure, C32H60Br4F2N2O9S2, with wB97M-V/def2-TZVPD.

Atoms and positions in Å:
Br: -2.442 -5.441 0.822
Br: -0.656 -0.534 5.707
Br: -4.075 -3.101 2.324
Br: 1.256 2.447 4.715
S: -0.730 0.438 -1.588
S: 1.059 -0.179 -0.303
F: -1.361 1.661 -2.430
F: 2.359 0.606 0.270
O: 4.435 -3.679 -3.538
O: 5.904 2.238 3.183
O: -7.791 -0.782 -0.470
O: -0.537 -0.575 -2.597
O: 6.208 1.916 0.456
O: -1.758 0.184 -0.604
O: -0.093 3.247 0.456
O: 1.717 -1.172 -1.127
O: 0.396 -0.709 0.915
N: 0.481 1.170 -1.133
N: 2.068 2.508 -2.516
C: -2.980 0.602 -4.920
C: 4.768 -2.704 -2.540
C: 2.001 -3.650 1.265
C: -2.366 -2.629 1.426
C: 2.037 -4.491 3.950
C: -2.383 0.152 -7.213
C: -1.082 4.643 -1.289
C: -4.009 0.387 3.234
C: -5.887 2.367 2.236
C: -4.658 2.040 1.627
C: -2.397 -0.252 -5.871
C: -1.282 3.807 0.001
C: 5.110 1.558 -0.372
C: 6.291 -2.496 -2.568
C: 4.713 1.943 3.881
C: 2.976 -3.586 3.481
C: -3.089 1.328 -7.559
C: 1.055 -4.952 3.094
C: -5.186 0.720 3.861
C: -6.116 1.700 3.455
C: -3.672 2.103 -6.580
C: 4.264 0.662 3.324
C: -5.456 -0.480 -1.037
C: 0.514 -0.264 4.140
C: -6.466 -0.902 0.082
C: -3.672 1.707 -5.239
C: 2.923 -3.114 2.160
C: 0.360 1.131 3.577
C: 1.067 -4.551 1.804
C: 5.642 1.353 -1.828
C: -3.775 1.108 2.108
C: -2.239 -3.561 0.167
H: -4.391 2.521 0.698
H: 3.982 2.743 3.764
H: 2.557 1.798 -3.041
H: -3.046 -3.375 -0.543
H: 0.196 -5.424 3.548
H: 4.295 2.276 -0.272
H: -3.146 0.311 -3.893
H: -6.621 3.079 1.888
H: 0.291 -1.087 3.460
H: 6.627 0.894 -1.755
H: -1.892 -1.152 -5.553
H: 4.837 0.568 -0.007
H: 0.833 1.124 2.595
H: 4.986 -0.117 3.569
H: 4.186 0.746 2.240
H: -2.471 -1.590 1.111
H: 2.181 -4.876 4.949
H: -6.302 -1.943 0.364
H: 2.121 -3.246 0.271
H: 1.407 2.019 -1.930
H: 6.593 -1.557 -2.104
H: 4.338 -4.536 -3.117
H: -4.237 2.256 -4.500
H: -1.519 -2.798 2.091
H: 0.262 -4.887 1.167
H: -0.701 5.623 -1.001
H: 5.732 2.282 -2.392
H: -4.442 -0.705 -0.706
H: 6.715 -2.413 -3.569
H: -3.048 1.707 -8.570
H: 3.812 -3.282 4.094
H: 4.918 1.832 4.946
H: -6.400 -0.291 0.982
H: -1.281 -3.481 -0.346
H: 5.965 1.779 1.375
H: 2.728 3.114 -2.050
H: 0.083 2.537 -0.166
H: 4.521 -3.054 -1.538
H: -8.337 -1.402 0.018
H: 6.559 1.587 3.446
H: 5.044 0.665 -2.425
H: -2.053 4.708 -1.780
H: -5.616 -1.047 -1.954
H: -4.090 3.061 -6.853
H: 3.270 0.577 3.763
H: -0.379 4.182 -1.982
H: -5.571 0.568 -1.314
H: -1.998 -0.495 -7.988
H: -1.646 4.409 0.834
H: 3.688 -2.451 1.784
H: -3.262 -0.264 3.664
H: 6.824 -3.350 -2.151
H: 1.618 3.118 -3.184
H: 1.549 -0.571 4.293
H: -1.956 2.952 -0.055
H: 4.216 -1.765 -2.513
H: -2.875 0.772 1.615
H: -5.434 0.128 4.729
H: -0.691 1.413 3.516
H: -6.974 1.888 4.083

Properties
Charge = +1
HOMO-LUMO gap (alpha / beta) = 7.22 / 2.80 eV
Multiplicity = 2

Löwdin population analysis, charges in e, atoms 1 to 99: Br 0.599; Br 0.607; Br 0.608; Br 0.692; S 0.410; S 0.633; F -0.172; F -0.188; O -0.067; O -0.081; O -0.080; O -0.227; O -0.077; O -0.277; O -0.092; O -0.246; O -0.255; N -0.316; N 0.337; C -0.136; C -0.306; C -0.072; C -0.617; C -0.088; C -0.071; C -0.052; C -0.035; C 0.029; C 0.039; C -0.067; C -0.326; C -0.316; C -0.083; C -0.337; C -0.091; C -0.090; C -0.102; C 0.044; C 0.027; C -0.097; C -0.088; C -0.061; C -0.687; C -0.293; C -0.112; C -0.095; C -0.679; C -0.114; C -0.070; C -0.024; C -0.592; H 0.132; H 0.079; H 0.149; H 0.050; H 0.109; H 0.089; H 0.087; H 0.130; H 0.035; H 0.073; H 0.099; H 0.090; H 0.034; H 0.097; H 0.061; H 0.014; H 0.105; H 0.081; H 0.082; H -0.012; H 0.049; H 0.084; H 0.102; H 0.049; H 0.039; H 0.079; H 0.065; H 0.046; H 0.074; H 0.099; H 0.098; H 0.123; H 0.078; H 0.059; H 0.021; H 0.144; H -0.017; H 0.098; H 0.080; H 0.101; H 0.047; H 0.078; H 0.081; H 0.099; H 0.033; H 0.043; H 0.068; H 0.098



Computed, not measured: 5 unconnected molecules or ions with the total composition C32H61BBrF2N3O19S2, with wB97M-V/def2-TZVPD.

Atoms and positions in Å:
Br: 2.827 -3.422 -1.148
S: -2.306 1.779 -1.087
S: -3.260 3.439 2.001
F: -1.883 3.902 4.963
F: 0.298 4.428 3.819
O: -3.035 0.048 -5.697
O: -1.169 4.867 0.739
O: -5.492 7.507 7.777
O: 3.195 7.134 2.073
O: 5.735 -6.984 0.427
O: -4.334 6.672 9.525
O: -3.000 -2.038 -4.835
O: -0.630 -1.258 0.876
O: -2.601 1.851 4.751
O: 1.319 2.621 3.160
O: -3.746 6.310 7.372
O: 4.261 8.746 1.115
O: 2.007 -6.391 -6.128
O: 7.445 -6.973 -1.046
O: 2.407 7.925 0.114
O: -1.733 1.276 1.551
O: 1.010 -5.651 -8.012
O: 1.414 -4.322 -6.227
O: 5.489 -8.039 -1.437
N: -0.985 2.576 3.286
N: -0.507 -3.247 -0.480
N: 0.473 3.072 0.248
C: 2.078 6.249 2.111
C: -2.644 5.497 7.807
C: 6.560 -6.249 1.332
C: 6.335 -7.303 -0.721
C: -4.422 -1.657 -6.682
C: -3.435 -1.090 -5.709
C: -4.506 6.807 8.342
C: 1.428 -5.469 -6.898
C: -3.038 -1.116 0.790
C: 6.934 -9.664 -2.557
C: -1.453 0.854 0.245
C: 2.050 -7.698 -6.705
C: -1.711 -0.660 0.187
C: -4.120 -2.039 -1.369
C: 0.196 -2.152 0.136
C: 3.208 7.944 1.011
C: -1.597 2.623 1.904
C: -3.090 4.110 8.216
C: 3.463 10.877 0.217
C: -6.423 8.067 8.705
C: -4.021 -1.282 -2.714
C: 1.213 -2.651 1.159
C: 4.411 9.709 0.058
C: -0.714 -3.299 -6.864
C: 5.988 -8.491 -2.705
C: -2.743 -1.565 -3.512
C: -1.897 2.716 4.368
C: 0.796 -3.217 -6.907
C: 2.198 -3.717 0.681
C: 0.301 3.148 3.422
C: -4.261 -1.139 -0.129
C: 1.737 -5.156 0.833
B: -0.727 3.573 0.905
H: -2.183 -2.362 -3.026
H: 6.455 -10.470 -2.000
H: -4.865 -1.562 -3.343
H: 1.221 -5.297 1.779
H: -4.748 -0.885 -7.366
H: -1.150 -2.402 -7.304
H: 3.101 -3.599 1.275
H: 2.427 10.557 0.119
H: 1.045 -8.111 -6.781
H: 1.160 6.813 2.283
H: -3.733 4.149 9.094
H: -4.102 -0.214 -2.528
H: -3.454 2.039 -0.461
H: 1.177 3.808 0.312
H: 3.585 11.334 1.200
H: -4.569 -0.144 -0.442
H: -2.223 3.492 8.452
H: -7.087 8.698 8.122
H: -1.710 -0.911 -0.877
H: 2.515 -7.674 -7.688
H: -1.330 -3.521 0.035
H: -0.397 0.970 0.010
H: -5.011 -2.663 -1.425
H: -0.708 -3.098 -1.455
H: 2.645 -8.305 -6.030
H: 5.923 -5.947 2.158
H: -0.748 5.530 1.299
H: -2.877 -2.145 1.115
H: 5.443 10.043 0.132
H: -2.095 -0.690 -3.530
H: -3.940 -2.479 -7.210
H: 7.365 -6.880 1.707
H: 3.664 11.628 -0.546
H: 5.101 -8.786 -3.262
H: -5.080 -1.526 0.477
H: 6.975 -5.366 0.853
H: 4.284 9.216 -0.906
H: -1.074 -4.166 -7.419
H: 7.836 -9.373 -2.023
H: -6.997 7.278 9.188
H: -1.064 -3.390 -5.837
H: -3.648 3.637 7.408
H: 7.222 -10.039 -3.539
H: 0.328 2.966 -0.753
H: -3.287 -0.558 1.690
H: 2.007 5.692 1.178
H: -5.251 -2.075 -6.115
H: -3.900 2.367 2.488
H: 1.169 -3.160 -7.929
H: 6.457 -7.661 -3.231
H: -5.912 8.664 9.457
H: 2.580 -5.841 0.760
H: 1.142 -2.333 -6.373
H: -3.283 -2.729 -1.267
H: 1.741 -1.801 1.584
H: 0.737 -1.605 -0.639
H: -2.109 6.003 8.610
H: 1.053 -5.412 0.027
H: -1.982 5.437 6.947
H: 0.616 -3.102 1.955
H: 2.248 5.568 2.935

Properties
SMILES = CC(=O)OCCCCC[C@H](O[C@H](N)C[C@@H](C)Br)[C@@H](S)O[C@](S)(B(N)O)N(C(=O)F)C(=O)F.CCOC(=O)OC.CCOC(=O)OC.CCOC(=O)OC.CCOC(=O)OC
HOMO-LUMO gap = 9.44 eV

Löwdin population analysis, charges in e, atoms 1 to 99: Br 0.690; S 0.885; S 0.924; F 0.141; F 0.130; O 0.116; O 0.117; O 0.005; O 0.019; O -0.002; O 0.123; O -0.041; O -0.069; O 0.194; O 0.226; O 0.042; O 0.043; O 0.006; O 0.125; O 0.124; O -0.101; O 0.123; O 0.041; O 0.038; N 0.111; N 0.109; N 0.167; C -0.044; C -0.210; C -0.039; C -0.614; C 0.028; C -0.544; C -0.615; C -0.615; C -0.120; C -0.065; C -0.566; C -0.040; C -0.329; C -0.176; C -0.447; C -0.611; C -0.575; C -0.062; C -0.064; C -0.041; C -0.146; C -0.172; C -0.207; C -0.060; C -0.211; C -0.175; C -0.554; C -0.201; C -0.725; C -0.485; C -0.187; C -0.155; B -0.679; H 0.104; H 0.081; H 0.115; H 0.077; H 0.089; H 0.081; H 0.074; H 0.075; H 0.098; H 0.103; H 0.075; H 0.084; H -0.121; H 0.074; H 0.082; H 0.087; H 0.083; H 0.092; H 0.122; H 0.095; H 0.088; H 0.102; H 0.107; H 0.066; H 0.089; H 0.091; H 0.108; H 0.118; H 0.123; H 0.114; H 0.088; H 0.098; H 0.081; H 0.119; H 0.109; H 0.096; H 0.124; H 0.080; H 0.075



Computed, not measured: 3 unconnected molecules or ions with the total composition C32H61FN2O12P3, with wB97M-V/def2-TZVPD.

Atoms and positions in Å:
P: -1.601 1.306 -3.351
P: -0.001 2.148 -4.543
P: 1.246 -3.778 -0.512
F: 0.929 -0.391 -2.372
O: 2.633 5.615 -0.138
O: 1.420 5.234 1.649
O: 1.618 -4.708 -1.737
O: -0.388 1.582 -5.835
O: 3.649 0.891 -1.047
O: 0.190 -9.872 3.710
O: -0.207 -3.632 -0.268
O: -0.127 3.737 -4.481
O: -1.724 4.094 -1.521
O: 0.174 -7.701 3.955
O: 2.037 -4.427 0.685
O: 1.470 1.756 -4.073
N: -1.307 1.260 -1.520
N: -1.521 -1.209 -1.516
C: 3.369 1.738 0.065
C: 1.321 -5.231 1.661
C: -3.970 3.684 -0.605
C: 1.858 1.818 0.362
C: -2.605 4.014 -0.428
C: -4.744 3.470 -1.895
C: 2.069 -2.180 -0.707
C: 1.816 6.040 0.847
C: 0.014 -11.196 4.229
C: -1.075 -8.894 5.589
C: 4.175 1.328 1.301
C: 1.529 -4.228 -3.091
C: 2.324 -5.890 2.578
C: -2.109 4.309 0.864
C: 1.496 7.509 0.962
C: 0.665 -0.043 -1.055
C: -2.337 4.548 3.376
C: 4.230 7.285 -0.951
C: 0.130 -3.812 -3.506
C: 3.008 6.445 -1.250
C: -0.412 3.659 -1.218
C: 1.216 -1.076 -0.066
C: -5.030 1.971 -2.166
C: -2.899 4.213 2.023
C: -1.350 -11.763 3.899
C: -0.862 -0.063 -0.954
C: -0.345 2.183 -0.843
C: -4.229 3.806 1.866
C: 1.007 1.436 -0.840
C: -4.234 4.236 -3.120
C: -0.177 -8.770 4.382
C: -4.738 3.570 0.585
H: 4.043 7.992 -0.144
H: -0.657 2.166 0.206
H: 4.633 2.186 1.782
H: 0.236 3.882 -2.060
H: 0.705 4.175 -4.274
H: 3.020 -2.275 -0.188
H: -4.876 3.700 2.722
H: -2.432 -0.981 -1.894
H: -3.514 3.684 -3.703
H: 3.690 -0.022 -0.749
H: -5.723 3.893 -1.688
H: 1.543 1.816 -1.707
H: 2.270 7.986 1.562
H: 2.088 2.475 -3.906
H: -1.423 -12.794 4.246
H: -2.228 1.449 -1.119
H: 2.163 7.051 -1.577
H: 0.221 -11.220 5.299
H: 0.546 7.607 1.479
H: -1.666 -1.933 -0.820
H: 0.791 -11.784 3.745
H: -5.069 4.550 -3.738
H: -3.727 5.142 -2.800
H: -1.112 0.019 0.109
H: -1.755 5.463 3.318
H: 2.319 -1.985 -1.744
H: 1.836 -5.070 -3.701
H: 1.417 8.023 0.008
H: -6.064 1.722 -1.952
H: 4.527 7.846 -1.836
H: 0.661 -4.588 2.234
H: 2.266 -3.449 -3.272
H: -0.588 -4.395 -2.937
H: -1.093 4.639 0.987
H: 5.060 6.647 -0.647
H: -4.381 1.309 -1.598
H: 1.590 1.276 1.265
H: 1.642 2.860 0.583
H: -2.111 -8.886 5.254
H: 3.228 5.742 -2.054
H: 1.815 -6.728 3.046
H: -1.722 3.748 3.774
H: 2.643 -5.199 3.353
H: 4.993 0.687 0.985
H: -4.887 1.765 -3.222
H: -1.513 -11.744 2.822
H: -0.898 -9.788 6.182
H: 0.376 -1.581 0.401
H: -1.364 -0.045 -3.633
H: 0.723 -5.986 1.163
H: 3.688 2.728 -0.232
H: 3.190 -6.233 2.021
H: -0.077 -2.769 -3.280
H: 1.767 -0.605 0.736
H: 3.563 0.790 2.019
H: -0.007 -4.012 -4.562
H: 0.022 4.199 -0.381
H: -0.906 -8.029 6.223
H: -5.778 3.296 0.487
H: -2.149 -11.188 4.366
H: -3.155 4.757 4.057

Properties
Charge = +1
HOMO-LUMO gap = 8.51 eV

Löwdin population analysis, charges in e, atoms 1 to 99: P 1.039; P 0.247; P 0.484; F 0.018; O -0.019; O 0.091; O -0.177; O -0.281; O -0.026; O 0.008; O -0.266; O -0.138; O -0.051; O 0.088; O -0.195; O -0.132; N -0.160; N 0.102; C -0.385; C -0.244; C -0.126; C -0.088; C -0.186; C -0.353; C -0.161; C -0.528; C -0.230; C 0.018; C -0.017; C -0.252; C -0.065; C 0.027; C 0.028; C -0.350; C -0.035; C -0.053; C -0.068; C -0.236; C -0.144; C -0.103; C -0.061; C -0.252; C -0.061; C -0.305; C -0.208; C -0.028; C -0.160; C -0.059; C -0.515; C -0.011; H 0.074; H 0.157; H 0.084; H 0.112; H 0.078; H 0.101; H 0.112; H 0.076; H 0.040; H 0.074; H 0.124; H 0.126; H 0.103; H 0.090; H 0.084; H 0.116; H 0.112; H 0.112; H 0.093; H 0.084; H 0.124; H 0.084; H 0.079; H 0.174; H 0.081; H 0.085; H 0.119; H 0.078; H 0.079; H 0.088; H 0.116; H 0.106; H 0.082; H 0.098; H 0.088; H 0.049; H 0.117; H 0.104; H 0.097; H 0.116; H 0.043; H 0.085; H 0.078; H 0.086; H 0.063; H 0.084; H 0.074; H 0.098; H -0.042



Number 1: largest force on an atom 11.23 eV/Å, electronic energy -13333.6041 Ha, M 1038.6 g mol⁻¹. Number 2: largest force on an atom 1.36 eV/Å, electronic energy -6444.8239 Ha, M 984.7 g mol⁻¹. Number 3: largest force on an atom 1.43 eV/Å, electronic energy -3392.1709 Ha, M 777.8 g mol⁻¹.